Record 1
Entry from the Open Molecules 2025 dataset: C3H4MgO4Tm as an isolated structure at a distorted geometry (ωB97M-V with the def2-TZVPD basis set).

Output
**Kohn-Sham gap (alpha / beta)**: 5.9241 / 6.3570 eV
**2S+1**: 4
**Net charge**: +2
**Strongest force on any atom**: 0.0537 hartree/bohr

XYZ file:
```
13
Properties=species:S:1:pos:R:3:mulliken_spin:R:1
O 1.0103 -1.8220 0.0565 0.0308
C 0.5515 -0.5582 -0.1136 0.4703
O 1.2174 0.4139 0.6609 0.0060
C 2.6706 0.3751 0.5958 0.0440
Tm 3.0043 -1.9216 0.5986 2.0051
H -0.9112 -0.2155 -0.1356 -0.2109
H 3.0198 0.9439 1.4703 -0.0033
H 2.9917 0.9432 -0.2993 0.0018
H 0.5108 -0.2200 -1.1714 0.0251
O -2.9827 1.4754 -0.1669 0.0253
C -2.6625 0.2707 -0.3061 0.3864
O -3.5040 -0.5840 -0.6727 0.0266
Mg -4.9160 0.8991 -0.5165 0.1929
```



Record 2
Entry from the Open Molecules 2025 dataset: a 2-piece molecular cluster, C3H4N overall at a distorted geometry (ωB97M-V with the def2-TZVPD basis set).

Output
**Kohn-Sham gap**: 9.5248 eV
**Net charge**: +1
**Strongest force on any atom**: 0.0846 hartree/bohr

XYZ file:
```
8
Properties=species:S:1:pos:R:3:mulliken_charge:R:1
C -0.6646 -1.7631 -1.1578 0.1238
C 0.3496 1.0591 1.1366 -0.4562
C 0.3292 1.1270 -0.1195 0.2927
N 0.1280 -1.3403 -0.4827 -0.3820
H -1.3180 -2.3500 -1.8330 0.3089
H -0.0856 2.0034 1.6869 0.3101
H 0.7804 0.3709 1.8954 0.3429
H 0.4810 0.8932 -1.1258 0.4598
```



Record 3
Entry from the Open Molecules 2025 dataset: an isolated molecule of C3H4N2 at a distorted geometry (ωB97M-V with the def2-TZVPD basis set).

Output
**Kohn-Sham gap**: 10.8370 eV
**SMILES**: C=NCC#N
**Net charge**: 0
**Strongest force on any atom**: 0.0853 hartree/bohr

XYZ file:
```
9
Properties=species:S:1:pos:R:3:mulliken_charge:R:1
C -0.2374 -0.2752 1.4559 -0.1759
N 0.7637 -0.1914 0.6867 -0.4531
C 0.5641 -0.2520 -0.9329 -0.2977
C -0.3716 0.7704 -1.2697 0.3280
N -0.9998 1.7089 -1.4586 -0.3725
H -0.2072 -0.3623 2.5228 0.2777
H -1.3258 -0.1958 1.1835 0.1983
H 0.2121 -1.2874 -1.0156 0.2848
H 1.6018 0.0847 -1.1721 0.2105
```



We obtain ΔE to the lowest compared entry with this formula, charge and spin values of 6.07 58.71 47.64 kcal/mol for the records listed above, in that order.
We obtain DFT total energy values of -46319.0651 -4653.4330 -6153.8348 eV for the records listed above, in that order.